Record 1
DFT (ωB97M-V/def2-TZVPD) results for the ion CFN2O3 with charge -1.

Calculated values
Energy relative to the best compared isomer or geometry (same formula, charge and spin) = 516.36 kJ/mol
Total charge = -1
HOMO-LUMO gap = 8.64 eV
SMILES = O=[N+]([O-])/N=C(\[O-])F
2S+1 = 1

Element x y z (Å)
O (-1.34, -0.87, -0.76)
N (-1.20, -0.03, 0.06)
O (-2.03, 0.28, 0.90)
N (-0.08, 0.71, 0.00)
C (1.09, 0.24, -0.10)
O (1.49, -1.46, 0.03)
F (2.06, 1.14, -0.13)


Record 2
DFT (ωB97M-V/def2-TZVPD) results for a cluster of 2 separate species, CFN3O2 in total.

Calculated values
Energy relative to the best compared isomer or geometry (same formula, charge and spin) = 512.16 kJ/mol
HOMO-LUMO gap (spin up / spin down) = 6.84 / 6.28 eV
2S+1 = 1

Element x y z (Å)
C (0.78, -0.10, -0.75)
N (1.73, 0.19, -1.37)
N (-0.31, -0.52, -0.35)
N (-0.92, -0.38, 0.91)
O (-0.28, -0.75, 1.84)
O (-2.05, 0.04, 0.90)
F (0.06, 1.95, -1.21)